Entry 1:
A molecular structure, C39H56BaF3N4O5Si3. Source: OMol25; level of theory: wB97M-V/def2-TZVPD.

Geometry as XYZ:
```
111
Properties=species:S:1:pos:R:3
Ba -0.4325 0.4039 0.7343
C 1.5244 4.0201 -0.6554
O 0.7349 3.2004 0.1894
Si -0.8675 3.5648 0.5727
C -0.7628 3.8060 2.4395
C -1.3870 5.2582 -0.0675
C -1.9879 2.2325 0.0963
Si -2.1080 1.7235 -1.6524
C -0.5705 2.1993 -2.6323
C -2.3258 -0.1429 -2.0058
C -3.4980 2.6112 -2.5772
Si -3.3245 1.7394 1.2390
C -2.8317 1.2312 3.0072
C -4.2389 0.2055 0.6180
C -4.6699 3.0559 1.4037
H 0.9376 4.4854 -1.4499
H 2.2929 3.4001 -1.1153
H 2.0020 4.8177 -0.0741
H -0.0428 4.6076 2.6340
H -0.4249 2.9245 2.9877
H -1.7254 4.1164 2.8541
H -0.7619 6.0778 0.2986
H -2.4034 5.4058 0.3065
H -1.4330 5.3198 -1.1577
H 0.3718 1.8151 -2.2442
H -0.4932 3.2884 -2.6933
H -0.6877 1.8312 -3.6569
H -1.8079 -0.9184 -1.4304
H -1.9913 -0.2621 -3.0415
H -3.3871 -0.3931 -1.9799
H -3.4169 3.6779 -2.3558
H -4.4935 2.2849 -2.2628
H -3.4241 2.4766 -3.6604
H -2.1426 0.3904 3.1469
H -3.7897 0.9002 3.4238
H -2.4882 2.0702 3.6124
H -3.6023 -0.6771 0.5185
H -4.7381 0.3899 -0.3365
H -5.0098 -0.0467 1.3526
H -4.3161 3.9468 1.9313
H -5.5532 2.6817 1.9296
H -4.9692 3.3660 0.3997
F -5.2554 -7.0153 6.1498
C -4.4569 -7.4259 5.1431
F -5.2404 -8.1630 4.3375
F -3.5767 -8.2739 5.7016
C -3.7984 -6.2925 4.4300
C -2.5683 -5.8130 4.8649
C -1.9876 -4.7262 4.2381
C -2.6180 -4.0855 3.1600
C -3.8578 -4.5888 2.7374
C -4.4405 -5.6741 3.3633
C -2.0204 -2.9620 2.5177
C -1.5002 -1.9938 1.9662
H -2.0664 -6.2919 5.6956
H -1.0324 -4.3475 4.5778
H -4.3556 -4.1043 1.9082
H -5.3983 -6.0457 3.0227
C 1.3167 -0.8550 4.8536
C 1.4353 0.3824 4.0110
O 0.6105 0.6263 3.1516
C 2.4905 1.4027 4.2795
C 2.6235 2.4628 3.3833
C 3.5518 3.4614 3.6247
C 4.3504 3.4100 4.7606
C 4.2266 2.3527 5.6506
C 3.3007 1.3476 5.4079
H 0.6628 -1.5510 4.3318
H 0.8552 -0.5868 5.8090
H 2.2887 -1.3067 5.0342
H 1.9977 2.4882 2.4996
H 3.6571 4.2790 2.9226
H 5.0775 4.1907 4.9467
H 4.8529 2.3087 6.5324
H 3.2075 0.5233 6.1022
C 4.4094 -2.6878 -0.6376
C 5.1634 -2.2886 0.6270
C 5.0434 -0.7957 1.0326
C 6.0609 -0.5136 2.1420
C 6.0327 0.9215 2.6298
C 5.4001 0.0249 -0.1879
O 6.5374 0.1272 -0.6105
N 4.3488 0.6229 -0.8124
C 2.9901 0.5086 -0.4460
O 2.1774 0.9497 -1.2505
N 2.6517 -0.0186 0.7445
C 3.5990 -0.5646 1.5356
O 3.3515 -0.9274 2.6910
H 4.4540 -3.7694 -0.7794
H 4.8520 -2.2251 -1.5220
H 3.3588 -2.3982 -0.6007
H 6.2279 -2.5012 0.4992
H 4.8120 -2.8675 1.4846
H 7.0507 -0.7557 1.7506
H 5.8405 -1.1915 2.9666
H 6.2547 1.6178 1.8176
H 6.7739 1.0806 3.4149
H 5.0598 1.1685 3.0387
H 4.5249 1.0731 -1.6982
C 1.3366 -3.2131 1.2205
C 0.7416 -3.1909 -0.1409
N 0.5744 -2.1515 -0.9309
C 0.0888 -2.6529 -2.1193
C -0.0536 -4.0013 -2.0435
N 0.3717 -4.3324 -0.7761
H 1.4618 -2.2023 1.5949
H 2.3227 -3.6860 1.1937
H 0.6905 -3.7522 1.9119
H -0.1315 -2.0070 -2.9525
H -0.4087 -4.7339 -2.7460
H 0.3628 -5.2456 -0.3602
```

Charge: -1
LUMO (eV): 2.2
Highest occupied orbital energy (eV): -4.83
Orbital gap (eV): 7.0
Energy relative to the best compared isomer or geometry (same formula, charge and spin) (eV): 0.000



Entry 2:
A molecular structure, C39H57BBaN12Si4. Source: OMol25; level of theory: wB97M-V/def2-TZVPD.

Geometry as XYZ:
```
114
Properties=species:S:1:pos:R:3
Ba 2.3382 1.8097 -0.5254
C -0.1146 4.5654 0.0712
N 1.2697 4.6730 -0.3166
C 2.0774 5.4718 0.6443
C 3.5357 5.3655 0.4488
C 4.3211 6.5033 0.6096
C 5.6788 6.3835 0.5082
C 6.2186 5.1027 0.3148
C 5.3453 4.0155 0.2331
N 4.0326 4.1259 0.3496
C 1.4416 5.1743 -1.6996
C 0.7477 4.3216 -2.7635
C -0.1177 4.8428 -3.7138
C -0.8820 3.9375 -4.4715
C -0.6896 2.5991 -4.3230
C 0.2955 2.1618 -3.4377
N 0.9767 3.0017 -2.6439
C -0.3901 3.7112 1.3121
C -1.6432 3.9742 1.9610
C -2.0933 3.0301 2.8749
C -1.2921 1.8606 3.0626
C -0.1178 1.7152 2.4089
N 0.3924 2.6417 1.5591
H -0.6218 3.9774 -0.7300
H -0.5779 5.5166 0.3022
H 1.9755 5.0617 1.6522
H 1.6728 6.5115 0.6848
H 3.8385 7.4763 0.7491
H 6.3392 7.1978 0.7149
H 7.2797 4.9775 0.2743
H 5.6962 3.0094 0.1432
H 2.4855 5.1492 -1.9246
H 1.1628 6.2299 -1.8474
H -0.2661 5.9533 -3.8128
H -1.4450 4.3254 -5.2698
H -1.1859 1.8616 -4.9673
H 0.4695 1.0691 -3.2981
H -2.1512 4.8907 1.7739
H -2.9977 3.0336 3.4513
H -1.7061 1.1152 3.7314
H 0.4229 0.8017 2.4871
C -0.6705 -1.2024 -2.6260
C -0.4803 -0.5307 -1.4154
N 0.7763 -0.6109 -1.0202
N 1.4258 -1.3522 -1.9275
C 0.5837 -1.7550 -2.8621
B 2.9872 -1.4835 -1.7572
N 3.5349 -0.1075 -2.1479
C 4.6696 0.5227 -1.8240
C 4.6791 1.7599 -2.4680
C 3.5811 1.7107 -3.2959
N 2.8510 0.5942 -3.1001
N 3.2232 -1.6350 -0.2580
C 3.0719 -2.7310 0.5010
C 3.0912 -2.3601 1.8169
C 3.3492 -0.9802 1.7766
N 3.4383 -0.5771 0.5258
N 3.5448 -2.5211 -2.6716
C 4.3996 -2.4574 -3.6783
C 4.7199 -3.7006 -4.1275
C 3.8540 -4.5267 -3.4127
N 3.1385 -3.8558 -2.5134
H -1.5473 -1.4599 -3.1537
H -1.1567 0.0408 -0.8299
H 0.9381 -2.2956 -3.7270
H 5.4392 0.0627 -1.1877
H 5.4505 2.5208 -2.4589
H 3.3373 2.4685 -4.0187
H 2.8810 -3.7218 0.0426
H 3.1118 -3.0635 2.6570
H 3.5092 -0.2197 2.5728
H 4.8372 -1.5204 -4.0169
H 5.3887 -4.0318 -4.9246
H 3.5676 -5.6153 -3.5695
C -0.6295 -3.8249 0.3735
Si -1.9531 -4.6652 1.4777
C -1.1971 -5.0601 3.1401
C -2.4248 -6.2635 0.6851
Si -3.9775 -3.4947 1.9701
Si -5.4897 -2.8423 0.2668
C -5.3400 -4.1797 -1.0338
C -4.9976 -1.1574 -0.4150
C -7.2172 -2.9443 0.9773
Si -3.8654 -1.9402 3.7123
C -2.0537 -1.4433 3.9930
C -4.7177 -0.3012 3.3204
C -4.4931 -2.7548 5.2416
H 0.3066 -4.3932 0.3630
H -0.5365 -2.7684 0.6194
H -1.1116 -3.8697 -0.6256
H -0.6751 -5.9583 2.9194
H -1.8673 -5.2434 4.0005
H -0.4428 -4.3154 3.4157
H -1.4826 -6.7753 0.5090
H -3.0353 -6.2285 -0.2299
H -3.0392 -6.8868 1.3776
H -4.3091 -4.3568 -1.4146
H -6.0115 -3.9092 -1.8658
H -5.6144 -5.1188 -0.5514
H -3.9854 -1.2362 -0.7732
H -4.9876 -0.3556 0.3711
H -5.7047 -0.8510 -1.1534
H -7.5340 -3.9367 1.3692
H -7.9709 -2.5180 0.2619
H -7.3883 -2.2847 1.8626
H -1.7998 -0.9077 3.1261
H -1.3385 -2.3035 4.1634
H -1.9711 -0.7928 4.9224
H -4.0423 0.2543 2.6557
H -4.8879 0.3132 4.1893
H -5.5951 -0.3525 2.7246
H -3.8669 -3.6188 5.5191
H -5.4965 -3.1709 4.9730
H -4.5026 -2.0556 6.0846
```

Spin multiplicity: 2
Expectation value of S²: 0.7527
Charge: +1
LUMO (spin up / spin down) (eV): -2.2 / -2.2
Highest occupied orbital energy (spin up / spin down) (eV): -8.38 / -9.84
Orbital gap (spin up / spin down) (eV): 6.2 / 7.6
Energy relative to the best compared isomer or geometry (same formula, charge and spin) (eV): 0.554



Entry 3:
A molecular structure, C39H58BBrCeN10O3S5. Source: OMol25; level of theory: wB97M-V/def2-TZVPD.

Geometry as XYZ:
```
118
Properties=species:S:1:pos:R:3
Ce 1.4496 -0.4677 0.7923
C -4.4172 -3.4436 -1.9220
C -4.0985 -2.7487 -3.2169
C -3.3835 -3.7914 -4.0754
C -5.3233 -2.3390 -3.9989
N -3.3457 -1.5381 -2.9799
C -4.0199 -0.3625 -2.5934
C -3.0186 0.4124 -2.1246
N -1.7712 -0.1847 -2.2295
B -0.4446 0.4171 -1.7626
N 0.4771 0.8571 -2.9636
C -0.0568 1.2979 -4.1537
C 1.0015 1.5563 -4.9802
N 2.1825 1.3211 -4.2761
C 1.8144 0.7959 -3.0407
S 2.8911 0.3272 -1.8616
C 3.5398 1.3971 -4.8881
C 3.4656 1.9699 -6.2831
C 4.4950 2.2574 -3.9931
C 4.0746 -0.0335 -4.9494
N -0.6851 1.6389 -0.8988
C -0.6036 2.9664 -1.2149
C -1.0145 3.6959 -0.1270
N -1.3355 2.7520 0.8659
C -1.1468 1.5142 0.4034
S -1.4690 -0.0501 1.1364
C -2.0982 3.1501 2.1110
C -2.1113 4.6664 2.2820
C -3.5652 2.7614 1.7966
C -1.6540 2.3939 3.3645
C -2.0040 -1.4628 -2.7589
S -0.6673 -2.4993 -3.1336
H -4.7313 -4.4668 -2.1549
H -5.1849 -2.9345 -1.3174
H -3.5476 -3.6021 -1.2644
H -4.0786 -4.6051 -4.3052
H -2.4646 -4.1490 -3.6689
H -3.0374 -3.3565 -5.0071
H -5.8740 -3.3677 -4.3101
H -4.9964 -1.9673 -5.0012
H -6.0488 -1.7246 -3.5230
H -5.1039 -0.2094 -2.3679
H -3.0260 1.3856 -1.8377
H 0.1493 -0.4785 -1.1839
H -1.1251 1.4834 -4.2692
H 0.9934 1.9255 -6.0293
H 3.0456 2.9831 -6.4335
H 2.9469 1.3723 -7.1127
H 4.5220 1.9930 -6.5375
H 3.9046 3.0982 -3.6305
H 5.4057 2.5764 -4.6273
H 4.7571 1.6846 -3.1063
H 3.5457 -0.4711 -5.7362
H 3.9057 -0.5779 -4.0322
H 5.1239 -0.1056 -5.2008
H -0.0937 3.4671 -2.0706
H -1.0374 4.7694 0.1318
H -2.6310 5.2037 1.4617
H -1.1022 5.0051 2.4367
H -2.6851 4.8257 3.2231
H -4.0848 3.4368 1.0774
H -4.1473 2.7511 2.7288
H -3.4942 1.7098 1.4631
H -0.6429 2.7149 3.5489
H -1.5987 1.2836 3.3216
H -2.3029 2.6223 4.1793
O 1.0201 -1.6842 2.5371
C 0.8820 -1.9077 3.8188
C 0.3901 -3.1178 4.2723
C 0.1877 -3.3387 5.6682
C 0.6916 -2.3721 6.5756
C 1.2904 -1.1901 6.0363
C 1.2526 -0.9070 4.6915
C 1.7298 0.4594 4.2253
N 1.8101 0.9039 2.9946
N 2.3316 2.2053 2.8613
C 2.1180 2.5522 1.6164
O 1.8209 1.7291 0.6200
C 2.4138 3.9688 1.3112
C 2.4792 4.8492 2.3512
C 2.5544 6.2188 2.0816
C 2.5363 6.6452 0.7647
C 2.5715 5.7554 -0.2681
C 2.4240 4.3967 -0.0126
H 0.0101 -3.7817 3.4967
H -0.3550 -4.2674 5.8791
H 0.7816 -2.5584 7.6258
H 1.6302 -0.3922 6.7284
H 2.0210 1.1873 5.0084
H 2.3499 4.5250 3.3461
H 2.5056 6.9557 2.8436
H 2.6905 7.7077 0.5783
H 2.5798 6.0568 -1.2779
H 2.0734 3.6946 -0.7689
C -2.3833 -3.3091 1.0444
S -4.0729 -2.7816 1.6144
C -4.0246 -2.8494 3.3790
H -2.3605 -4.3893 0.8640
H -1.6621 -2.9517 1.7360
H -2.2169 -2.7704 0.1358
H -3.9660 -3.9076 3.7807
H -5.0301 -2.4646 3.6968
H -3.3410 -2.1202 3.8084
O 1.1996 -2.6278 -0.5147
H 0.6051 -2.6041 -1.3151
H 1.1809 -3.5430 -0.0942
Br 4.0041 -1.2114 1.2549
C 3.3903 -4.1180 3.7986
N 2.4096 -4.9460 3.0637
C 2.4364 -5.0818 1.7717
N 3.5058 -4.6714 1.0954
S 1.0237 -5.5207 0.9403
H 2.8737 -3.7343 4.7129
H 3.7868 -3.2660 3.2884
H 4.1878 -4.7240 4.1985
H 1.7141 -5.4452 3.5719
H 4.1895 -3.9387 1.2823
H 3.3401 -4.8200 0.1103
```

Charge: 0
LUMO (eV): -1.4
Highest occupied orbital energy (eV): -7.47
Orbital gap (eV): 6.1



no.,strongest force on any atom (eV/Å),calculated total energy (Ha)
1,4.328,-3308.8423
2,2.673,-3385.7209
3,4.388,-7359.3735